DFT (the ωB97M-V functional and the def2-TZVPD basis) results for a cluster of 2 separate species, C4H6BrO3 in total.

Geometry as XYZ:
```
14
Properties=species:S:1:pos:R:3:forces:R:3:nbo_charge:R:1
H 0.030 0.714 2.505 0.6 -1.0 -1.9 0.18
C 0.716 0.862 1.585 0.6 2.3 2.5 -0.24
H -0.990 -0.265 -2.286 1.5 -0.3 0.3 0.21
H 1.171 1.814 2.005 0.1 -0.6 -0.8 0.15
C -0.110 -2.016 0.196 0.3 2.0 0.3 0.98
C -0.479 0.165 -0.248 0.6 -1.5 -1.9 -0.02
C -0.119 0.236 -1.765 -4.6 0.5 0.8 -0.68
Br -2.439 0.579 -0.133 -0.8 0.0 0.1 -0.23
H -0.259 1.221 -2.187 0.5 0.9 0.2 0.17
O 0.341 -2.365 -0.851 -0.2 -0.6 0.3 -0.65
O 0.137 1.216 0.377 0.2 0.5 0.4 -0.60
H 1.556 0.183 1.388 -0.6 -0.4 0.7 0.18
O -0.367 -2.180 1.350 -0.1 -0.5 -0.5 -0.65
H 0.812 -0.165 -1.938 2.0 -1.0 -0.6 0.21
```
Forces are in eV/Å.

Output
Net charge: -1
Max |F| in Eh/bohr: 0.0921
Kohn-Sham gap in eV: 6.81

DFT (the ωB97M-V functional and the def2-TZVPD basis) results for a structure of composition C40H34OOsP2S3.

Geometry as XYZ:
```
81
Properties=species:S:1:pos:R:3:forces:R:3:lowdin_spin:R:1
C 0.899 5.429 1.803 0.0 0.0 0.0 0.00
C 0.243 3.223 1.115 0.0 0.0 0.0 0.01
H 0.106 -0.359 -3.468 0.0 0.0 0.0 0.00
H -4.402 -0.655 4.128 0.0 0.0 0.0 0.00
C 4.961 0.685 0.018 0.0 0.0 0.0 0.01
H 2.135 4.137 0.627 0.0 0.0 0.0 0.00
C -1.057 0.068 4.158 -0.1 -0.1 0.1 0.22
C 1.794 -1.219 -4.468 0.0 0.0 0.0 0.00
C 2.275 1.380 0.073 0.0 0.0 0.0 0.02
C 0.515 2.838 -2.394 0.0 0.0 0.0 0.00
H -3.659 0.654 5.051 0.0 0.0 0.0 0.01
O -3.512 1.218 -0.251 0.2 -0.1 -0.1 0.02
C -4.280 -2.233 -2.780 0.0 0.0 0.0 0.00
H -2.964 1.387 -3.295 0.0 0.0 0.0 0.00
H -3.565 -4.112 -3.524 0.0 0.0 0.0 0.00
C 2.102 -2.812 -2.200 0.1 0.0 0.0 0.02
C 0.915 -1.081 -3.409 0.0 0.0 0.0 0.01
H -1.733 2.597 1.741 0.0 0.0 0.0 0.01
C -2.048 -3.082 -2.417 0.0 0.0 0.0 0.00
H -0.220 -0.211 6.099 0.0 0.0 0.0 0.01
P -0.110 -1.657 -0.937 -0.2 -0.1 0.0 0.17
Os -0.717 -0.133 1.032 -0.1 -0.1 0.1 2.10
C -0.754 -3.828 0.746 0.0 0.0 0.0 0.04
H 2.222 -3.440 -1.327 0.0 0.0 0.0 0.00
C 2.828 -2.148 -4.396 0.0 0.0 0.0 0.02
C -0.142 2.017 -1.481 0.0 0.0 0.0 0.00
C 1.382 -2.723 1.089 0.0 0.0 0.0 0.06
C 0.729 -4.552 2.496 0.0 0.0 0.0 0.04
H -3.337 -1.019 5.495 0.0 0.0 0.0 0.01
C -2.704 -0.955 -1.545 -0.1 0.0 0.0 0.01
S -2.290 0.521 -0.646 0.0 0.1 0.2 0.05
C 4.401 1.193 1.185 0.0 0.0 0.0 0.00
C -1.736 -1.947 -1.677 0.0 0.0 -0.1 0.02
C 4.178 0.511 -1.115 0.0 0.0 0.0 0.00
H 1.479 3.264 -2.145 0.0 0.0 0.0 0.00
H 2.627 1.927 2.132 0.0 0.0 0.0 0.00
H 1.674 -0.608 -5.353 0.0 0.0 0.0 0.00
P 0.514 1.709 0.189 0.0 0.1 0.0 0.06
C -0.801 0.542 5.560 0.0 0.0 0.0 0.02
H 0.453 3.755 -4.325 0.0 0.0 0.0 0.00
C -1.264 4.566 2.426 0.0 0.0 0.0 0.00
H 5.012 1.324 2.068 0.0 0.0 0.0 0.00
C -0.983 3.384 1.762 0.0 0.0 0.0 0.01
H -4.714 -0.301 -1.905 0.0 0.0 0.0 0.00
H 3.513 -2.257 -5.227 0.0 0.0 0.0 0.00
C 1.070 -1.884 -2.274 0.0 0.1 0.0 0.03
H 0.942 -5.221 3.319 0.0 0.0 0.0 0.00
H -1.721 0.714 6.111 0.0 0.0 0.0 0.00
H -0.217 1.461 5.555 0.0 0.0 0.0 0.01
H -1.305 -3.857 -2.563 0.0 0.0 0.0 0.00
H 2.587 -3.489 2.684 0.0 0.0 0.0 0.00
H 2.234 0.714 -1.979 0.0 0.0 0.0 0.00
C -1.314 2.597 -3.950 0.0 0.0 0.0 0.00
C 2.980 -2.942 -3.270 0.0 0.0 0.0 0.00
H -5.269 -2.360 -3.199 0.0 0.0 0.0 0.00
C 2.835 0.853 -1.091 0.0 0.0 0.0 0.01
C -0.066 3.117 -3.622 0.0 0.0 0.0 0.00
H -0.538 6.509 2.970 0.0 0.0 0.0 0.00
H -1.765 2.833 -4.904 0.0 0.0 0.0 0.00
H 3.777 -3.671 -3.222 0.0 0.0 0.0 0.00
C -3.320 -3.222 -2.961 0.0 0.0 0.0 0.00
C -2.312 -0.367 3.735 0.0 -0.1 0.1 0.24
C -3.979 -1.079 -2.066 0.0 -0.1 0.0 0.00
S 0.307 -0.005 3.138 0.1 0.2 -0.1 0.33
C 3.060 1.537 1.219 0.0 0.0 0.0 0.01
H 6.012 0.430 -0.008 0.0 0.0 0.0 0.00
H -2.217 4.696 2.921 0.0 0.0 0.0 0.00
C -1.987 1.784 -3.053 0.1 0.0 0.0 0.00
H 4.614 0.112 -2.022 0.0 0.0 0.0 0.00
C -3.500 -0.347 4.648 0.0 0.0 0.0 0.03
C 1.656 -3.580 2.140 0.0 0.0 0.0 0.00
C -1.386 1.494 -1.834 0.0 0.0 -0.1 0.01
C -0.320 5.586 2.449 0.0 0.0 0.0 0.00
H 1.629 6.226 1.822 0.0 0.0 0.0 0.00
C 1.183 4.251 1.131 0.0 0.0 0.0 0.00
H 2.102 -1.958 0.810 0.0 0.0 0.0 0.00
S -2.565 -1.052 2.175 0.1 0.2 0.1 0.32
H -1.691 -3.922 0.212 0.0 0.0 0.0 0.00
C 0.179 -2.854 0.372 0.0 -0.1 0.0 0.06
H -1.188 -5.431 2.092 0.0 0.0 0.0 0.00
C -0.472 -4.672 1.806 0.0 0.0 0.0 0.00
```
Forces are in eV/Å.

Output
Net charge: +2
Max |F| in Eh/bohr: 0.0050
⟨S²⟩: 6.02
Multiplicity: 5
Kohn-Sham gap (alpha / beta) in eV: 7.14 / 6.38

DFT (the ωB97M-V functional and the def2-TZVPD basis) results for a structure of composition C9H32BaNO8.

Geometry as XYZ:
```
51
Properties=species:S:1:pos:R:3:forces:R:3:mulliken_charge:R:1
H 2.377 -0.426 1.666 0.8 0.1 -0.2 0.25
O -0.261 -0.230 0.348 4.2 0.9 -17.2 -1.09
O -0.621 -2.461 1.100 -0.1 -7.8 -2.7 -0.79
H -2.720 0.847 -0.945 -0.1 -0.1 -0.4 0.33
O -1.076 1.355 1.275 -2.1 8.8 1.1 -0.77
H -1.320 1.211 0.360 0.4 -0.3 0.5 0.10
O -1.861 0.259 3.287 -8.6 6.3 9.0 -0.58
H 0.596 2.505 -0.210 -0.4 -0.2 0.3 0.17
C -0.652 1.272 -1.575 1.5 0.1 -0.1 1.19
C -0.822 1.218 -3.063 2.2 -1.1 -2.2 -1.12
O -0.102 -1.362 3.701 5.1 -5.8 13.5 -0.42
H 1.938 -0.949 -3.617 0.4 0.5 -0.1 0.44
O 0.612 0.719 3.145 4.6 6.3 5.1 -0.35
H -1.681 0.587 -3.293 0.0 0.1 -0.2 0.39
O -1.999 -1.889 2.994 -6.0 -5.2 2.5 -0.53
H -0.020 -3.139 0.790 0.2 -0.8 -0.5 0.27
C 0.463 0.670 -3.800 -0.4 -0.7 0.0 -0.92
H -2.794 -1.941 3.524 -1.2 -0.4 0.4 0.20
C 2.425 0.174 -1.223 0.2 -0.8 -0.8 -1.93
H 2.766 0.859 -2.000 -0.5 0.7 0.3 0.53
H -1.289 -2.403 0.418 -0.2 0.1 -0.8 0.37
H -1.837 1.116 3.712 -0.6 1.1 0.4 0.28
Ba -0.611 -0.554 2.030 -4.1 -2.5 -7.9 2.18
C 0.987 -0.618 -3.200 0.1 0.2 0.4 -1.47
C 1.132 -0.576 -1.661 -0.8 0.7 -1.0 1.89
H 1.315 2.283 -1.706 -0.4 -0.1 -0.4 0.35
H -1.876 -2.776 2.657 0.1 -0.6 -0.3 0.24
H -2.006 2.227 -0.163 -0.8 0.6 -0.9 0.56
H 0.244 -2.562 -1.378 -0.1 0.3 -0.7 0.43
H 2.324 0.612 -0.230 0.1 0.2 -0.3 0.24
H 1.453 -2.082 -0.299 0.5 -0.5 0.1 -0.01
H 1.948 -2.624 -1.905 0.0 0.3 -0.2 0.49
O 1.508 -0.817 1.755 6.9 -1.5 -0.1 -0.64
N -0.133 -0.042 -1.076 -0.7 -0.2 -3.3 0.48
H -2.481 2.418 -1.789 0.0 -0.4 -0.3 0.48
H 0.278 0.431 -4.848 -0.5 0.3 -0.1 0.50
H -1.888 -0.367 4.011 -0.5 0.5 0.5 0.41
H 3.291 -0.487 -1.273 -0.1 -0.6 0.6 0.38
H -0.638 -1.726 4.405 0.1 -1.1 1.1 0.35
H 0.543 0.622 4.095 0.2 1.0 0.5 0.26
H 1.638 -1.742 1.548 0.4 -0.4 -0.3 0.19
C -2.044 1.687 -1.109 -0.6 0.4 0.5 -1.69
H 1.267 1.404 -3.850 -0.1 0.3 0.3 0.36
H -0.893 2.200 -3.529 -0.8 0.2 0.5 0.43
H -0.047 3.368 -1.571 -0.2 0.1 -0.1 0.46
C 0.327 2.393 -1.260 0.8 1.1 0.4 -1.59
H 0.633 -0.944 4.150 1.2 -0.8 0.5 0.25
C 1.203 -2.044 -1.360 0.2 -0.8 2.4 -1.58
H 1.133 1.512 3.022 0.6 0.7 0.0 0.15
H 0.388 -1.495 -3.444 -0.7 0.3 0.0 0.53
H -1.120 2.304 1.389 -0.3 0.8 0.1 0.34
```
Forces are in eV/Å.

Output
Net charge: +1
Max |F| in Eh/bohr: 0.3446
Kohn-Sham gap in eV: 5.34

DFT (the ωB97M-V functional and the def2-TZVPD basis) results for an isolated molecule of C3H8OS.

Geometry as XYZ:
```
13
Properties=species:S:1:pos:R:3:forces:R:3:nbo_charge:R:1
H -0.901 -2.106 -0.056 0.0 -0.3 0.2 0.22
H 1.452 1.214 -0.944 -0.5 0.9 0.8 0.23
S 1.271 -0.589 0.482 -2.1 2.2 1.2 1.21
H 2.905 1.015 -0.296 2.5 -0.8 0.0 0.24
H -0.275 0.164 -1.184 -1.4 -0.2 1.4 0.22
C 1.924 1.013 0.031 -1.3 0.1 -0.2 -0.85
C -0.654 0.002 -0.114 1.3 -1.1 0.7 -0.54
O 1.660 -1.502 -0.572 0.3 -1.2 -1.4 -0.97
H -1.310 0.709 0.426 1.6 1.2 -0.6 0.23
H -2.389 -1.342 -0.240 -0.9 0.4 -0.4 0.22
H 1.871 1.662 0.916 -0.6 0.3 -0.7 0.24
H -1.675 -1.343 1.398 0.6 0.6 -1.9 0.21
C -1.454 -1.221 0.259 0.6 -2.0 0.9 -0.65
```
Forces are in eV/Å.

Output
Max |F| in Eh/bohr: 0.0638
Kohn-Sham gap in eV: 9.77

DFT (the ωB97M-V functional and the def2-TZVPD basis) results for a cluster of 2 separate species, C3H12N2O2Si in total.

Geometry as XYZ:
```
20
Properties=species:S:1:pos:R:3:forces:R:3:nbo_charge:R:1
N 0.278 -1.832 2.155 -1.7 1.2 -1.1 -1.19
Si -0.027 -0.507 1.245 2.9 -1.3 1.2 2.16
H 2.104 0.825 1.010 -1.7 -0.7 -0.6 0.41
C 1.612 -2.105 2.640 0.9 0.7 0.3 -0.40
H 2.239 -1.203 2.324 0.4 -1.8 -0.1 0.15
H 1.697 -1.961 3.761 -0.4 -0.8 -0.9 0.18
O -0.452 1.236 -2.325 -1.2 1.0 0.4 -0.75
H -2.955 1.249 0.885 0.4 0.5 0.6 0.18
H -2.877 0.435 -0.572 -0.3 -0.5 -0.5 0.18
H -3.152 -0.492 0.992 0.6 0.6 -0.8 0.18
H 0.645 1.424 0.331 0.7 -0.3 -0.1 0.41
H 1.964 -3.182 2.316 -0.3 2.3 0.6 0.19
H 1.347 0.815 -2.860 0.8 -0.7 -1.3 0.19
C -2.585 0.329 0.459 -2.8 -0.8 0.5 -0.23
N 1.152 0.586 0.633 0.9 0.9 0.8 -1.33
H -0.073 0.529 -4.249 1.8 0.6 1.4 0.17
O -1.240 0.185 0.513 0.4 -0.2 0.0 -0.90
H 0.624 2.164 -3.806 -0.1 -0.9 0.4 0.18
H -0.763 0.374 -2.051 0.2 -0.2 0.0 0.47
C 0.461 1.130 -3.401 -1.4 0.4 -0.8 -0.26
```
Forces are in eV/Å.

Output
Max |F| in Eh/bohr: 0.0651
Kohn-Sham gap in eV: 8.63

DFT (the ωB97M-V functional and the def2-TZVPD basis) results for a cluster of 2 separate species, C5H13NO in total.

Geometry as XYZ:
```
20
Properties=species:S:1:pos:R:3:forces:R:3:nbo_charge:R:1
C 0.602 1.485 0.597 2.2 1.4 2.4 -0.44
C 0.464 2.557 -0.529 -0.8 1.5 -0.4 -0.62
C -1.813 -1.420 0.558 0.0 1.0 -3.1 -0.62
H -1.822 -2.398 0.893 0.0 -2.1 1.0 0.19
H 1.482 -1.252 1.011 1.9 0.9 1.2 0.38
H -0.601 2.867 -0.715 0.6 -0.8 0.4 0.21
H 0.805 2.206 -1.512 0.1 -0.1 0.4 0.22
H 0.272 -2.466 0.930 1.7 2.2 -0.7 0.38
N 0.616 -1.470 0.657 -3.4 -4.3 -0.6 -0.83
H 1.510 0.786 0.448 -1.2 1.4 0.0 0.20
C -0.521 -0.694 0.800 -1.4 1.9 -0.5 0.15
H 0.891 3.609 -0.380 0.2 -1.8 0.3 0.22
C -0.571 0.649 0.834 -2.6 0.4 -0.2 -0.27
H -1.989 -1.530 -0.615 0.4 0.4 2.3 0.21
H -2.663 -0.889 0.945 -0.3 0.3 0.2 0.23
O 1.552 -1.704 -2.503 -0.7 0.3 -3.3 -0.94
H 0.765 2.007 1.661 0.2 -0.6 -2.3 0.20
H 2.005 -1.777 -1.716 1.2 -0.2 2.8 0.47
H 0.627 -1.814 -2.331 -0.5 -0.1 0.4 0.47
H -1.608 1.249 0.966 2.4 -1.8 -0.5 0.20
```
Forces are in eV/Å.

Output
Max |F| in Eh/bohr: 0.1072
Kohn-Sham gap in eV: 8.69

DFT (the ωB97M-V functional and the def2-TZVPD basis) results for a structure of composition C16H33ClP2Pb.

Geometry as XYZ:
```
53
Properties=species:S:1:pos:R:3:forces:R:3:nbo_charge:R:1
H -3.154 -2.189 1.662 -0.1 -0.1 -0.4 0.25
P -2.687 -0.404 0.148 1.0 0.0 -0.9 0.91
Cl 0.645 -1.116 2.697 0.6 -1.4 0.7 -0.09
H -4.395 -2.102 0.351 0.3 -0.2 0.2 0.21
C -0.424 0.982 -3.798 0.1 -0.3 -0.4 -0.95
H -4.608 -4.030 -5.320 -0.1 0.4 0.1 0.22
C -2.056 -1.045 -2.603 0.9 -0.2 -0.9 -0.73
C -3.316 -2.041 0.584 -0.8 -0.2 0.2 -0.96
C 2.032 0.130 -0.247 0.0 0.1 0.1 -1.08
H 2.425 0.988 0.329 0.3 -0.5 -0.3 0.20
C -4.979 0.023 -5.525 -0.2 0.2 -0.1 -0.45
H -5.598 -2.196 -1.656 0.5 0.4 -0.3 0.20
C -2.993 -0.302 -1.677 -0.7 -0.1 0.7 -0.74
H 0.592 1.397 -3.935 -0.5 -0.1 0.0 0.24
H -4.711 1.089 -5.422 0.1 -0.4 0.0 0.21
H -3.789 1.783 0.320 0.1 -0.3 0.1 0.25
C -6.133 -0.273 -4.523 -0.1 0.3 -0.7 -0.45
H -6.733 0.649 -4.438 0.2 -0.3 -0.1 0.22
C -3.740 -0.824 -5.382 -0.1 -1.1 -0.6 -0.19
H -5.209 -4.039 -3.108 -0.1 0.5 0.0 0.21
H -5.682 0.154 -2.415 -0.1 -0.5 -0.3 0.20
H -3.088 0.756 -1.955 0.1 -0.2 0.1 0.23
H -1.073 1.763 -3.363 0.3 -0.4 -0.1 0.25
H -1.027 0.506 2.587 0.2 0.2 0.3 0.19
C 0.572 -1.751 -3.658 -0.5 0.2 -0.5 -0.94
H 2.321 0.172 -1.307 0.2 -0.1 0.4 0.19
H -2.398 -0.935 -3.639 -0.1 -0.2 0.7 0.25
C -3.922 0.791 0.770 -0.2 -0.2 0.2 -0.94
H -5.654 -2.695 -5.752 0.3 0.0 0.2 0.21
Pb -0.144 0.699 -0.165 0.5 1.8 1.1 0.63
H 0.135 -1.752 -4.670 0.4 -0.3 0.2 0.22
C -0.035 0.366 2.166 -0.5 1.3 -1.4 -0.84
C -5.638 -3.159 -3.620 0.0 -0.4 -0.2 -0.45
H -2.020 -2.124 -2.386 -0.1 0.2 0.0 0.22
C -5.581 -1.949 -2.726 -1.0 0.7 -0.2 -0.18
C -5.731 -0.673 -3.142 -0.5 -0.9 0.8 -0.19
P -0.294 -0.478 -2.684 -0.5 0.1 0.9 0.89
H -2.756 -2.636 -4.852 -0.4 0.3 -0.4 0.20
H 1.642 -1.509 -3.680 -0.3 -0.1 -0.1 0.25
H -6.812 -1.018 -4.957 0.2 0.0 0.2 0.21
H 2.286 -0.816 0.240 0.1 0.2 -0.2 0.22
H 0.427 -2.719 -3.163 0.1 0.2 -0.2 0.24
C -3.717 -2.129 -5.032 0.2 0.7 -0.9 -0.18
H -0.837 0.645 -4.774 0.3 0.4 0.4 0.22
H -2.771 -2.819 0.033 -0.1 0.2 0.2 0.25
H -2.830 -0.345 -5.765 -0.1 -0.1 0.8 0.21
C -4.922 -3.021 -4.999 -0.6 -0.2 0.2 -0.45
H -3.985 -0.747 -1.772 0.5 0.3 -0.2 0.26
H 0.660 1.190 2.344 -0.2 -0.1 0.6 0.19
H -5.366 -0.074 -6.556 0.0 0.1 0.3 0.22
H -4.935 0.417 0.547 0.2 0.2 0.1 0.22
H -3.792 0.887 1.856 -0.2 0.0 -0.2 0.25
H -6.697 -3.422 -3.800 0.3 0.0 0.0 0.22
```
Forces are in eV/Å.

Output
Max |F| in Eh/bohr: 0.0419
Kohn-Sham gap in eV: 6.63

DFT (the ωB97M-V functional and the def2-TZVPD basis) results for a cluster of 3 separate species, C4H15NO2 in total.

Geometry as XYZ:
```
22
Properties=species:S:1:pos:R:3:forces:R:3:nbo_charge:R:1
H 1.356 1.519 0.407 0.3 -0.5 0.4 0.35
O -4.040 -2.688 -1.280 0.0 -0.1 0.1 -0.94
H 1.716 -0.935 0.530 -0.2 -0.5 -0.3 0.20
O 3.909 2.196 -1.120 -0.1 -0.1 -0.1 -0.95
C -1.345 -0.826 1.892 0.6 -0.9 1.2 -0.61
C -0.103 1.429 -0.922 -0.1 -0.7 0.2 -0.42
H 0.152 -0.998 -0.347 -0.2 -0.6 0.0 0.19
H 0.031 2.502 -0.966 0.1 0.2 -0.3 0.20
H 0.807 -0.920 2.459 -0.4 -0.8 0.4 0.21
H -4.705 -2.680 -1.976 0.1 0.1 0.0 0.47
H -0.209 1.009 -1.924 0.0 0.2 -0.1 0.19
C 0.736 -0.477 0.394 1.2 1.1 0.4 -0.22
H -1.056 1.243 -0.403 0.1 0.1 0.1 0.17
H 4.393 1.486 -1.554 0.1 0.1 0.1 0.46
H -3.466 -1.929 -1.429 -0.2 -0.1 -0.1 0.47
H 2.992 1.895 -1.178 -0.1 -0.1 0.1 0.48
H -1.751 -0.764 2.902 0.2 0.0 0.2 0.21
H -1.986 -0.202 1.319 -0.4 0.3 -0.9 0.20
H -1.410 -1.878 1.616 -0.4 0.0 -0.3 0.21
C 0.107 -0.411 1.809 0.4 1.3 -0.5 -0.42
N 1.062 0.809 -0.254 -0.9 0.9 -0.3 -0.64
H 0.243 0.623 2.169 -0.3 0.0 -0.2 0.19
```
Forces are in eV/Å.

Output
Max |F| in Eh/bohr: 0.0324
Kohn-Sham gap in eV: 9.70